[1]
Computed, not measured: C3H3FO2 in the gas phase in a non-equilibrium geometry, with ωB97M-V/def2-TZVPD.

XYZ file:
```
9
Properties=species:S:1:pos:R:3:forces:R:3
H -1.988 -1.050 0.187 0.9 0.5 -0.3
C -0.325 0.459 -0.260 -0.3 2.0 1.7
H -0.482 0.958 -1.199 -0.7 -0.8 -1.1
C -0.856 -0.890 0.190 -2.2 -0.3 -0.5
O -0.183 -1.748 0.657 0.2 -0.5 0.4
O 1.740 -0.611 -0.448 0.7 0.3 -0.9
H -0.877 1.224 0.402 1.3 -1.0 -0.4
F 1.813 1.300 0.596 -0.6 0.4 -0.3
C 1.157 0.358 -0.125 0.7 -0.6 1.3
```
Positions in Å, forces in eV/Å.

Results
- Energy above the lowest of the compared OMol25 structures with the same formula, charge and spin: 0.459 eV
- Charge: 0
- DFT total energy: -9971.102 eV
- Kohn-Sham gap: 11.1380 eV
- LUMO level: 0.68 eV
- Molar mass: 90.1 u
- SMILES: O=CCC(=O)F
- E_HOMO: -0.384 Eh

List of Löwdin charges in e, atom by atom: number 1, H, carries 0.14; number 2, C, carries -0.05; number 3, H, carries 0.12; number 4, C, carries -0.25; number 5, O, carries 0.09; number 6, O, carries 0.18; number 7, H, carries 0.16; number 8, F, carries 0.09; number 9, C, carries -0.48



[2]
Computed, not measured: 2 unconnected molecules or ions with the total composition C3H4F2O2 in a non-equilibrium geometry, with ωB97M-V/def2-TZVPD.

XYZ file:
```
11
Properties=species:S:1:pos:R:3:forces:R:3
H 1.207 0.548 0.940 -0.8 0.4 0.4
F -0.377 1.756 1.102 -1.2 3.1 -0.5
O 2.897 2.786 -0.454 -0.2 0.1 -0.2
H 0.247 0.626 -1.030 0.2 0.8 -0.8
C -0.552 -0.418 0.305 -1.0 0.3 -0.2
F 0.022 0.216 2.507 -0.3 -0.4 1.2
C 0.110 0.571 1.222 2.6 -2.8 -0.7
C 1.975 2.817 -1.100 0.2 -0.1 0.2
H -0.299 -1.393 0.620 0.1 -1.2 0.6
H -1.640 -0.296 0.257 0.0 0.0 0.5
O -0.039 -0.276 -0.984 0.3 -0.2 -0.6
```
Positions in Å, forces in eV/Å.

Results
- Energy above the lowest of the compared OMol25 structures with the same formula, charge and spin: 0.186 eV
- Charge: 0
- DFT total energy: -12704.902 eV
- Kohn-Sham gap: 11.9575 eV
- LUMO level: 0.96 eV
- Molar mass: 110.1 u
- E_HOMO: -0.404 Eh

List of Löwdin charges in e, atom by atom: number 1, H, carries 0.17; number 2, F, carries 0.12; number 3, O, carries 0.04; number 4, H, carries 0.04; number 5, C, carries -0.19; number 6, F, carries 0.08; number 7, C, carries -0.50; number 8, C, carries 0.01; number 9, H, carries 0.12; number 10, H, carries 0.14; number 11, O, carries -0.03



[3]
Computed, not measured: a molecular structure, C4H7NO2, with ωB97M-V/def2-TZVPD.

XYZ file:
```
14
Properties=species:S:1:pos:R:3:forces:R:3
H 1.317 -1.429 -1.351 -0.1 0.1 0.1
H -0.147 0.079 2.055 -0.1 0.0 -0.1
H 1.764 -0.083 -0.136 -0.1 -0.1 0.0
C -0.207 -0.943 0.113 0.0 0.2 -0.2
O 0.602 1.362 -1.601 -0.3 0.0 0.1
H -0.898 -1.680 -0.288 0.1 0.1 0.1
C -0.668 0.147 1.093 -0.1 -0.2 0.1
N -0.407 1.431 0.459 0.1 0.0 -0.1
C -0.473 1.177 -0.975 0.2 -0.1 -0.1
O -1.493 0.563 -1.333 0.2 0.1 0.0
H 0.513 1.790 0.688 -0.1 0.0 0.0
H -1.736 0.004 1.267 0.1 0.0 0.0
H 0.795 -1.628 0.526 0.1 -0.1 0.1
C 1.038 -0.790 -0.518 -0.1 -0.1 0.1
```
Positions in Å, forces in eV/Å.

Results
- Energy above the lowest of the compared OMol25 structures with the same formula, charge and spin: 4.129 eV
- Charge: 0
- DFT total energy: -9843.150 eV
- Kohn-Sham gap: 8.4623 eV
- LUMO level: -0.50 eV
- Molar mass: 101.1 u
- E_HOMO: -0.329 Eh

List of Löwdin charges in e, atom by atom: number 1, H, carries 0.13; number 2, H, carries 0.13; number 3, H, carries 0.12; number 4, C, carries -0.13; number 5, O, carries -0.01; number 6, H, carries 0.14; number 7, C, carries -0.18; number 8, N, carries 0.04; number 9, C, carries -0.78; number 10, O, carries 0.01; number 11, H, carries 0.11; number 12, H, carries 0.12; number 13, H, carries 0.21; number 14, C, carries 0.09



[4]
Computed, not measured: a molecular structure, C14H13Br4CoF3N3O5S in a non-equilibrium geometry, with ωB97M-V/def2-TZVPD.

XYZ file:
```
44
Properties=species:S:1:pos:R:3:forces:R:3
H 2.021 -0.186 4.233 0.0 0.0 0.0
Br 3.451 4.608 -1.147 0.0 0.0 0.0
C 1.822 -0.915 2.211 0.0 0.1 0.1
C -0.397 -0.420 1.203 -0.3 0.2 -0.2
F 2.204 -3.810 -3.011 0.0 0.0 0.1
Br -1.947 3.728 -2.847 0.0 -0.1 0.0
H -3.917 1.014 1.464 0.0 0.0 0.0
C -0.115 1.690 -2.221 0.3 0.1 0.1
H 2.831 -0.699 1.863 0.0 0.0 0.0
O -1.069 0.843 -2.444 -0.2 -0.6 -0.1
O 1.298 -0.124 -1.734 0.0 -0.6 0.1
H 1.798 -1.957 2.558 0.0 0.0 0.0
H -2.374 1.803 1.080 0.0 0.0 0.0
N -1.171 -0.518 0.150 0.5 -0.4 0.3
C 1.008 -3.453 -3.475 -0.2 0.1 0.0
H -2.321 1.066 3.425 0.0 0.0 0.0
F 1.077 -2.192 -3.916 0.1 -0.2 0.0
C -2.579 -0.164 0.250 0.0 0.0 -0.1
C 0.806 3.955 -2.028 0.3 0.0 0.1
H 1.620 1.052 3.026 0.0 0.0 0.0
H -3.167 -1.071 0.441 0.0 0.0 0.0
O -1.347 -2.700 -2.683 0.0 0.5 0.1
O -0.624 -4.974 -2.084 -0.1 0.0 0.0
H 1.212 -1.066 0.204 0.1 0.2 -0.3
C 1.435 0.022 3.337 -0.1 0.0 -0.1
H -0.228 -1.165 4.029 0.0 0.0 0.0
O 0.344 -3.003 -0.984 -0.1 0.3 -0.1
C -2.845 0.854 1.342 0.1 -0.1 0.0
C 1.167 1.172 -1.806 -0.1 0.2 0.0
N 0.919 -0.715 1.102 -0.1 -0.2 0.0
C -2.238 0.326 2.626 -0.1 0.1 -0.1
C 2.018 3.453 -1.577 -0.3 0.1 -0.1
Co -0.479 -1.004 -1.763 -0.3 1.8 0.3
C 2.172 2.066 -1.450 -0.1 -0.2 -0.1
S -0.300 -3.583 -2.155 0.6 -1.3 -0.3
H -2.886 0.231 -0.720 0.0 0.0 0.0
Br 0.590 5.821 -2.269 -0.1 0.0 0.0
C -0.245 3.075 -2.324 -0.1 0.0 0.0
H -2.768 -0.581 2.952 0.0 0.0 0.0
Br 3.762 1.301 -0.757 0.0 -0.1 0.0
N -0.829 0.060 2.420 0.1 -0.1 0.1
C -0.043 -0.159 3.622 0.0 0.0 0.0
H -0.377 0.567 4.366 0.0 0.0 0.0
F 0.713 -4.245 -4.510 0.0 0.0 0.0
```
Positions in Å, forces in eV/Å.

Results
- Charge: -1
- DFT total energy: -366226.409 eV
- Kohn-Sham gap (alpha / beta): 6.5586 / 6.6224 eV
- LUMO level (alpha / beta): 2.43 / 2.43 eV
- Molar mass: 770.9 u
- E_HOMO (alpha / beta): -0.152 / -0.154 Eh
- Spin multiplicity: 4
- <S²>: 3.76

List of Löwdin charges in e, atom by atom: number 1, H, carries 0.11; number 2, Br, carries 0.65; number 3, C, carries -0.18; number 4, C, carries -0.32; number 5, F, carries 0.14; number 6, Br, carries 0.70; number 7, H, carries 0.11; number 8, C, carries -0.43; number 9, H, carries 0.11; number 10, O, carries -0.17; number 11, O, carries -0.20; number 12, H, carries 0.12; number 13, H, carries 0.13; number 14, N, carries 0.02; number 15, C, carries -0.66; number 16, H, carries 0.12; number 17, F, carries 0.13; number 18, C, carries -0.21; number 19, C, carries -0.78; number 20, H, carries 0.12; number 21, H, carries 0.12; number 22, O, carries -0.32; number 23, O, carries -0.27; number 24, H, carries 0.10; number 25, C, carries -0.16; number 26, H, carries 0.13; number 27, O, carries -0.31; number 28, C, carries -0.16; number 29, C, carries -0.42; number 30, N, carries 0.10; number 31, C, carries -0.17; number 32, C, carries -0.78; number 33, Co, carries 0.77; number 34, C, carries -0.64; number 35, S, carries 0.51; number 36, H, carries 0.11; number 37, Br, carries 0.65; number 38, C, carries -0.65; number 39, H, carries 0.13; number 40, Br, carries 0.72; number 41, N, carries -0.05; number 42, C, carries -0.17; number 43, H, carries 0.12; number 44, F, carries 0.13



[5]
Computed, not measured: C3H9NO in the gas phase in a non-equilibrium geometry, with ωB97M-V/def2-TZVPD.

XYZ file:
```
14
Properties=species:S:1:pos:R:3:forces:R:3
H 0.055 -0.748 1.909 -0.1 0.0 -0.4
C -0.480 -0.137 -0.128 0.0 0.6 0.5
H 0.812 1.576 -0.351 0.3 -0.1 0.2
H 1.545 0.001 0.253 0.5 0.6 0.0
C 0.890 0.489 -0.471 -1.3 -1.0 -0.2
O -1.989 -0.612 1.732 -0.3 0.8 0.5
H -0.529 -1.159 -0.511 0.1 0.0 0.0
H 2.289 0.416 -1.927 -0.3 -0.2 -0.2
N 1.346 0.052 -1.786 1.0 0.1 0.1
H -2.193 -1.388 1.212 0.1 -0.2 -0.2
C -0.708 -0.132 1.388 1.0 -0.8 -0.2
H -1.324 0.425 -0.540 0.1 0.0 -0.3
H 0.794 0.354 -2.575 -0.3 0.2 0.2
H -0.509 0.862 1.795 -0.7 0.1 0.0
```
Positions in Å, forces in eV/Å.

Results
- Energy above the lowest of the compared OMol25 structures with the same formula, charge and spin: 1.041 eV
- Charge: 0
- DFT total energy: -6794.014 eV
- Kohn-Sham gap: 10.5616 eV
- LUMO level: 1.10 eV
- Molar mass: 75.1 u
- SMILES: NCCCO
- E_HOMO: -0.348 Eh

List of Löwdin charges in e, atom by atom: number 1, H, carries 0.12; number 2, C, carries -0.20; number 3, H, carries 0.11; number 4, H, carries 0.11; number 5, C, carries -0.30; number 6, O, carries -0.07; number 7, H, carries 0.11; number 8, H, carries 0.07; number 9, N, carries -0.02; number 10, H, carries 0.08; number 11, C, carries -0.30; number 12, H, carries 0.11; number 13, H, carries 0.06; number 14, H, carries 0.12



[6]
Computed, not measured: C2H2N2S3 in the gas phase in a non-equilibrium geometry, with ωB97M-V/def2-TZVPD.

XYZ file:
```
9
Properties=species:S:1:pos:R:3:forces:R:3
N -1.143 0.338 -0.855 -0.8 1.2 -1.0
H -0.099 -0.137 0.922 -0.9 -0.6 1.8
N -2.314 0.451 -0.303 3.1 -1.0 -0.4
C -3.488 0.567 -0.330 -1.0 0.5 0.8
S -1.899 -2.455 0.466 -0.5 -0.7 0.2
S -0.373 -2.047 -0.641 0.3 0.4 0.4
S -4.957 0.859 0.095 -1.0 0.0 -0.2
H 0.867 0.116 -0.332 -0.4 -0.5 -1.1
C -0.131 -0.311 -0.114 1.3 0.7 -0.5
```
Positions in Å, forces in eV/Å.

Results
- Energy above the lowest of the compared OMol25 structures with the same formula, charge and spin: 3.367 eV
- Charge: 0
- DFT total energy: -37588.715 eV
- Kohn-Sham gap (alpha / beta): 7.1024 / 6.5928 eV
- LUMO level (alpha / beta): -1.81 / -1.89 eV
- Molar mass: 150.3 u
- E_HOMO (alpha / beta): -0.328 / -0.312 Eh

List of Löwdin charges in e, atom by atom: number 1, N, carries -0.05; number 2, H, carries 0.06; number 3, N, carries -0.06; number 4, C, carries -0.77; number 5, S, carries 0.17; number 6, S, carries 0.43; number 7, S, carries 0.72; number 8, H, carries 0.09; number 9, C, carries -0.60